# 1
The molecule C2H5BrN2O, computed with the ωB97M-V functional and the def2-TZVPD basis.

Cartesian coordinates (Å):
C -1.28 -0.58 -0.78
N -0.24 -0.58 0.21
O -0.43 -0.85 1.39
N 0.91 -0.47 -0.29
C 2.14 -0.48 0.61
Br 3.65 0.16 -0.31
H -1.29 -1.52 -1.10
H -1.01 0.06 -1.61
H -2.18 -0.16 -0.24
H 2.32 -1.56 0.85
H 1.81 0.12 1.52

## Properties
Highest occupied orbital energy   -0.36471 Ha
SMILES   C/[N+]([O-])=N/CBr
Relative energy (zero: lowest compared OMol25 entry of this formula, charge and spin)   2.628 eV
LUMO energy   0.65 eV

# 2
A structure of composition C32H28FeN6O3, computed with the ωB97M-V functional and the def2-TZVPD basis.

Cartesian coordinates (Å):
Fe 0.72 -0.47 0.41
C -0.47 0.75 -2.51
N 0.64 -0.15 -2.21
C 1.92 0.37 -2.65
C 2.66 1.23 -1.66
C 3.62 2.13 -2.11
C 4.37 2.84 -1.20
C 4.14 2.63 0.16
C 3.16 1.72 0.52
N 2.44 1.04 -0.37
C 0.41 -1.49 -2.75
C 1.02 -2.58 -1.91
C 0.83 -3.91 -2.27
C 1.39 -4.90 -1.48
C 2.15 -4.53 -0.38
C 2.26 -3.19 -0.08
N 1.70 -2.24 -0.82
C -0.66 1.87 -1.52
C -1.30 3.04 -1.92
C -1.56 4.03 -0.99
C -1.13 3.83 0.32
C -0.48 2.65 0.62
N -0.27 1.68 -0.27
H -1.40 0.17 -2.47
H -0.38 1.17 -3.52
H 1.80 0.94 -3.59
H 2.58 -0.47 -2.85
H 3.78 2.26 -3.17
H 5.14 3.53 -1.52
H 4.71 3.15 0.91
H 2.94 1.51 1.56
H 0.79 -1.57 -3.78
H -0.66 -1.68 -2.78
H 0.24 -4.16 -3.14
H 1.25 -5.95 -1.73
H 2.62 -5.27 0.25
H 2.82 -2.84 0.78
H -1.62 3.17 -2.95
H -2.07 4.93 -1.27
H -1.31 4.57 1.08
H -0.12 2.45 1.62
O -4.61 0.47 0.86
C -4.58 -0.40 -0.16
C -5.69 -0.49 -1.00
C -5.71 -1.37 -2.06
C -4.62 -2.19 -2.31
C -3.51 -2.11 -1.50
C -3.46 -1.21 -0.43
C -2.20 -1.08 0.32
O -1.13 -1.55 -0.16
N -2.24 -0.40 1.47
N -1.07 -0.20 2.06
C -1.00 0.15 3.30
C 0.21 0.32 4.02
C 0.16 0.79 5.34
C 1.28 0.89 6.13
C 2.52 0.47 5.61
C 2.61 0.00 4.33
C 1.48 -0.07 3.47
O 1.61 -0.49 2.27
H -3.80 0.35 1.40
H -6.53 0.16 -0.79
H -6.58 -1.42 -2.69
H -4.64 -2.90 -3.12
H -2.65 -2.74 -1.65
H -1.93 0.28 3.86
H -0.80 1.08 5.74
H 1.22 1.27 7.13
H 3.39 0.50 6.24
H 3.56 -0.33 3.93

## Properties
Net charge   +1
Highest occupied orbital energy (spin up / spin down)   -0.38267 / -0.38287 Ha
Expectation value of S²   8.81
Spin multiplicity   6
Relative energy (zero: lowest compared OMol25 entry of this formula, charge and spin)   0.821 eV
LUMO energy (spin up / spin down)   -2.52 / -5.16 eV

# 3
The molecule C10H10BrNO, computed with the ωB97M-V functional and the def2-TZVPD basis.

Cartesian coordinates (Å):
C 2.46 -1.51 3.12
C 2.27 -0.38 2.47
C 2.46 -0.22 0.99
N 1.24 0.22 0.34
C 0.53 -0.58 -0.49
O 0.90 -1.69 -0.82
C -0.75 0.01 -0.99
C -1.81 -0.85 -1.25
C -3.01 -0.37 -1.73
C -3.17 0.99 -1.97
C -2.10 1.84 -1.72
Br -2.30 3.71 -2.06
C -0.90 1.37 -1.23
H 2.32 -1.58 4.18
H 2.77 -2.41 2.61
H 1.96 0.52 2.99
H 3.25 0.52 0.79
H 2.73 -1.17 0.53
H 0.83 1.08 0.68
H -1.66 -1.91 -1.08
H -3.83 -1.04 -1.93
H -4.10 1.38 -2.35
H -0.08 2.06 -1.08

## Properties
Highest occupied orbital energy   -0.34279 Ha
SMILES   C=CCNC(=O)c1cccc(Br)c1
Relative energy (zero: lowest compared OMol25 entry of this formula, charge and spin)   0.000 eV
LUMO energy   0.62 eV

# 4
A cluster of 2 separate species, C5H14N2 in total, computed with the ωB97M-V functional and the def2-TZVPD basis.

Cartesian coordinates (Å):
C 0.57 0.81 0.16
N 1.35 -0.05 -0.86
C 2.10 -0.57 0.09
C -0.41 0.00 1.09
C -1.14 -1.10 0.30
C -1.59 -0.74 -1.14
N -2.67 0.31 -1.01
H 1.13 1.47 0.81
H -0.06 1.31 -0.57
H 3.94 2.51 0.85
H 2.06 -1.65 0.28
H 4.40 2.08 1.24
H 2.88 -0.04 0.65
H 0.15 -0.51 1.88
H -1.19 0.52 1.65
H -0.47 -1.96 0.18
H -2.11 -1.36 0.75
H -2.05 -1.63 -1.61
H -0.81 -0.31 -1.76
H -3.57 -0.09 -1.25
H -2.51 0.99 -1.74

## Properties
Net charge   +1
Highest occupied orbital energy (spin up / spin down)   -0.47899 / -0.47771 Ha
Expectation value of S²   0.76
Spin multiplicity   2
Relative energy (zero: lowest compared OMol25 entry of this formula, charge and spin)   4.906 eV
LUMO energy (spin up / spin down)   -6.56 / -7.90 eV

# 5
A cluster of 3 separate species, C32H67ClN6O3P in total, computed with the ωB97M-V functional and the def2-TZVPD basis.

Cartesian coordinates (Å):
C -2.41 -3.50 0.98
C -3.51 -2.54 0.49
P -3.21 -1.12 -0.65
C -1.89 -1.75 -1.73
C -2.27 0.37 0.11
C -2.51 0.80 1.58
N -1.58 1.94 1.87
C -2.30 -0.21 2.70
C -0.89 -0.72 2.63
O -0.09 -0.52 3.51
C -3.83 1.54 1.47
C -4.73 1.72 2.64
C -6.25 1.60 2.44
C -6.73 0.17 2.07
C -7.64 0.14 0.84
N -6.87 -0.20 -0.38
C -7.43 0.31 -1.56
C -8.71 -0.32 -2.01
O -6.89 1.21 -2.18
N -3.94 2.05 0.29
C -4.95 3.00 -0.18
C -4.97 4.31 0.61
C -5.05 5.54 -0.28
Cl -3.43 6.17 -0.68
C -2.85 1.60 -0.66
O -3.45 1.19 -1.85
C -1.85 2.72 -0.95
C -0.72 2.22 -1.82
N 0.11 2.95 -2.43
H -2.72 -4.53 0.84
H -2.19 -3.39 2.04
H -1.48 -3.38 0.43
H -4.11 -2.16 1.31
H -4.21 -3.11 -0.12
H -1.79 -1.08 -2.58
H -0.93 -1.87 -1.24
H -2.22 -2.72 -2.11
H -1.19 0.34 -0.06
H -0.62 1.65 1.74
H -1.69 2.25 2.83
H -2.40 0.29 3.67
H -2.99 -1.04 2.70
H -0.59 -1.27 1.73
H -4.43 0.97 3.37
H -4.50 2.70 3.09
H -6.70 1.91 3.38
H -6.62 2.30 1.69
H -5.89 -0.50 1.92
H -7.30 -0.24 2.91
H -8.44 -0.58 0.96
H -8.11 1.12 0.72
H -5.93 0.20 -0.34
H -9.54 0.36 -1.83
H -8.64 -0.46 -3.09
H -8.90 -1.27 -1.53
H -4.71 3.20 -1.22
H -5.91 2.50 -0.20
H -5.81 4.33 1.31
H -4.05 4.37 1.20
H -5.59 6.35 0.20
H -5.53 5.31 -1.24
H -3.47 1.92 -2.49
H -2.37 3.53 -1.48
H -1.46 3.14 -0.03
H -0.62 1.13 -1.92
H -0.11 3.93 -2.26
C 2.25 0.25 -0.97
C 3.33 0.78 -0.04
N 4.65 0.69 -0.62
C 5.73 0.91 0.33
C 5.85 2.29 0.98
C 4.82 1.32 -1.93
C 4.50 2.82 -2.05
H 2.47 -0.77 -1.28
H 1.29 0.25 -0.44
H 2.13 0.87 -1.86
H 3.34 0.19 0.87
H 3.06 1.81 0.26
H 6.67 0.66 -0.16
H 5.60 0.17 1.13
H 6.25 3.04 0.28
H 6.54 2.24 1.82
H 4.90 2.66 1.36
H 4.19 0.78 -2.64
H 5.84 1.13 -2.25
H 3.57 3.08 -1.55
H 4.39 3.08 -3.10
H 5.30 3.44 -1.63
C 10.01 -4.21 0.32
C 8.85 -3.41 -0.22
N 7.96 -4.18 -1.06
C 7.02 -3.37 -1.81
C 5.97 -2.57 -1.04
C 7.42 -5.39 -0.46
C 6.62 -5.26 0.84
H 10.56 -4.70 -0.49
H 10.70 -3.55 0.85
H 9.69 -4.98 1.03
H 9.24 -2.59 -0.84
H 8.33 -2.92 0.62
H 6.51 -4.03 -2.53
H 7.61 -2.68 -2.41
H 5.18 -3.21 -0.64
H 5.49 -1.84 -1.70
H 6.41 -2.01 -0.21
H 8.26 -6.07 -0.28
H 6.81 -5.89 -1.22
H 7.11 -4.59 1.55
H 6.53 -6.23 1.32
H 5.61 -4.88 0.67

## Properties
Net charge   +1
Highest occupied orbital energy   -0.33429 Ha
LUMO energy   -3.60 eV

# 6
A structure of composition C26H24BrCl2N4O6RbSe4, computed with the ωB97M-V functional and the def2-TZVPD basis.

Cartesian coordinates (Å):
Rb 0.25 -0.01 0.47
C -0.02 2.55 4.17
C -1.26 2.40 3.35
N -1.35 1.67 2.26
C -2.64 1.85 1.80
C -3.33 2.69 2.64
N -2.43 3.02 3.62
C -4.72 3.29 2.67
O -5.48 2.97 1.71
O -4.96 4.02 3.65
C -3.07 1.18 0.55
O -4.29 1.42 0.13
O -2.29 0.47 -0.05
H 0.73 1.84 3.82
H -0.21 2.36 5.23
H 0.41 3.54 4.06
H -2.69 3.64 4.36
H -4.80 2.05 0.78
Se -0.56 -3.42 2.30
Se -0.77 -4.54 0.28
Se -1.60 -2.76 -0.89
Se -1.56 -3.25 -3.08
C 3.16 -3.22 1.22
O 4.52 -3.10 1.69
C 5.14 -2.05 1.03
C 5.80 -2.29 -0.16
C 6.42 -1.24 -0.83
C 6.36 0.03 -0.28
C 5.72 0.27 0.92
C 5.09 -0.77 1.60
N 4.46 -0.63 2.82
C 4.11 0.55 3.45
C 3.58 1.71 2.83
C 3.63 2.93 3.54
C 3.13 4.11 3.03
C 2.57 4.10 1.75
C 2.49 2.94 1.02
C 2.94 1.68 1.53
O 2.76 0.60 0.88
H 3.15 -3.50 0.16
H 2.64 -2.27 1.36
H 2.66 -3.99 1.81
H 5.80 -3.30 -0.54
H 6.93 -1.42 -1.77
H 6.83 0.86 -0.80
H 5.67 1.28 1.32
H 4.20 -1.51 3.24
H 4.28 0.57 4.52
H 4.09 2.93 4.53
H 3.20 5.03 3.61
H 2.20 5.03 1.31
H 2.06 2.92 0.02
Cl 1.63 -1.39 -2.07
C 3.20 -0.57 -1.91
Cl 3.26 0.94 -2.83
H 3.94 -1.24 -2.33
H 3.35 -0.33 -0.86
Br -3.99 3.74 -3.92
C -2.47 3.04 -3.03
C -2.17 3.48 -1.75
C -1.04 2.93 -1.15
N -0.26 2.03 -1.73
C -0.57 1.63 -2.95
C -1.67 2.10 -3.65
H -2.79 4.19 -1.23
H -0.78 3.22 -0.13
H 0.08 0.87 -3.39
H -1.90 1.73 -4.64

## Properties
Net charge   -2
Highest occupied orbital energy (spin up / spin down)   -0.08232 / -0.04779 Ha
Relative energy (zero: lowest compared OMol25 entry of this formula, charge and spin)   0.000 eV
LUMO energy (spin up / spin down)   3.63 / 2.92 eV

# 7
A structure of composition C41H10BrF19GeO5PRbS, computed with the ωB97M-V functional and the def2-TZVPD basis.

Cartesian coordinates (Å):
Rb 2.20 0.00 -1.57
F 0.15 -7.68 -2.24
C 0.19 -6.49 -1.66
C 0.22 -6.39 -0.28
F 0.21 -7.50 0.46
C 0.26 -5.14 0.31
F 0.24 -5.12 1.65
C 0.30 -3.97 -0.42
P 0.39 -2.31 0.37
C -1.24 -2.38 1.24
C -2.35 -2.03 0.46
C -3.63 -2.04 0.99
C -3.83 -2.38 2.32
C -2.74 -2.73 3.10
C -1.46 -2.73 2.57
C 1.57 -2.48 1.75
C 2.57 -3.45 1.81
C 3.48 -3.43 2.86
C 3.42 -2.43 3.83
C 2.45 -1.45 3.74
C 1.53 -1.47 2.70
C 0.22 -4.09 -1.81
Br 0.07 -2.60 -2.96
C 0.17 -5.33 -2.42
F 0.09 -5.46 -3.75
H -2.19 -1.75 -0.58
H -4.47 -1.77 0.36
H -4.83 -2.38 2.74
H -2.89 -3.00 4.14
H -0.62 -3.01 3.19
H 2.67 -4.19 1.03
H 4.26 -4.18 2.89
H 4.15 -2.42 4.63
H 2.41 -0.65 4.47
H 0.80 -0.67 2.62
O 3.92 -6.22 -3.73
C 3.77 -5.09 -3.31
C 3.95 -3.81 -4.09
O 4.31 -3.73 -5.25
C 3.59 -2.70 -3.18
C 3.24 -3.25 -1.89
O 2.87 -2.57 -0.89
C 3.35 -4.70 -1.93
O 3.10 -5.48 -0.99
O 3.56 -1.48 -3.47
F -2.88 4.79 -0.61
C -2.82 3.51 -1.02
C -1.69 2.76 -0.75
C -1.69 1.46 -1.22
F -0.64 0.65 -1.03
C -2.77 0.92 -1.91
F -2.74 -0.33 -2.37
C -3.88 1.70 -2.14
F -4.93 1.20 -2.81
C -3.91 3.01 -1.70
F -4.99 3.77 -1.93
Ge -0.12 3.61 0.15
S 1.53 2.46 0.74
C -0.84 4.58 1.74
C -0.04 5.54 2.34
F 1.11 5.91 1.78
C -0.39 6.16 3.53
F 0.39 7.10 4.08
C -1.58 5.81 4.15
F -1.93 6.40 5.30
C -2.39 4.85 3.59
F -3.53 4.51 4.19
C -2.01 4.25 2.40
F -2.83 3.32 1.90
C 0.22 4.98 -1.28
C 0.77 4.53 -2.47
F 1.02 3.22 -2.64
C 1.07 5.36 -3.53
F 1.60 4.88 -4.66
C 0.81 6.72 -3.42
F 1.09 7.55 -4.43
C 0.24 7.21 -2.26
F -0.03 8.52 -2.16
C -0.04 6.34 -1.22
F -0.63 6.88 -0.14

## Properties
Net charge   -2
Highest occupied orbital energy   -0.05420 Ha
Relative energy (zero: lowest compared OMol25 entry of this formula, charge and spin)   0.000 eV
LUMO energy   3.27 eV

# 8
A structure of composition C28H43BrHgN2P2S, computed with the ωB97M-V functional and the def2-TZVPD basis.

Cartesian coordinates (Å):
N -5.66 4.06 -3.92
C -5.54 4.45 -2.65
C -4.79 3.74 -1.72
C -4.04 2.60 -2.13
C -4.17 2.23 -3.50
C -4.99 2.99 -4.35
C -3.08 1.95 -1.27
Hg -0.88 -0.01 -0.74
P 4.05 -0.65 0.42
C -1.70 1.77 -1.64
C -0.73 2.81 -1.09
C 0.46 3.01 -1.80
C 1.49 3.78 -1.28
C 1.25 4.48 -0.09
C 0.11 4.20 0.69
C -0.92 3.41 0.16
Br 2.39 5.82 0.40
H -3.41 1.81 -0.23
H -1.55 1.70 -2.73
H -4.75 4.10 -0.70
H -3.64 1.37 -3.88
H -6.08 5.36 -2.36
H -5.10 2.70 -5.41
H 0.57 2.48 -2.75
H -1.82 3.18 0.73
H 2.42 3.88 -1.82
H -0.02 4.63 1.67
P -0.88 -2.45 -0.03
C 3.70 1.12 0.56
C 5.01 1.93 0.50
H 3.19 1.27 1.53
H 3.01 1.39 -0.25
H 4.83 2.97 0.77
H 5.75 1.53 1.20
H 5.44 1.91 -0.50
C 3.50 -1.33 -1.16
C 4.63 -2.15 -1.81
H 3.25 -0.46 -1.78
H 2.59 -1.92 -0.99
H 4.40 -2.35 -2.86
H 5.58 -1.61 -1.78
H 4.77 -3.12 -1.30
C 3.28 -1.54 1.81
C 4.34 -1.90 2.87
H 2.82 -2.45 1.40
H 2.49 -0.89 2.21
H 3.93 -2.63 3.58
H 5.23 -2.35 2.41
H 4.65 -1.03 3.45
C -0.52 -3.16 1.62
C -1.21 -4.48 2.00
H -0.74 -2.39 2.37
H 0.57 -3.31 1.67
H -2.25 -4.34 2.35
H -1.26 -5.20 1.17
H -0.65 -4.97 2.82
C 0.14 -3.44 -1.15
C 0.26 -2.91 -2.59
H -0.26 -4.46 -1.15
H 1.14 -3.47 -0.68
H -0.68 -3.02 -3.13
H 0.56 -1.86 -2.64
H 1.01 -3.49 -3.13
C -2.66 -2.85 -0.34
C -3.53 -2.22 0.77
H -2.81 -3.94 -0.44
H -2.89 -2.37 -1.31
H -4.34 -1.63 0.32
H -3.97 -2.99 1.41
H -2.97 -1.53 1.43
S -2.47 0.82 4.36
C -0.93 0.32 5.00
C -0.09 -0.05 3.96
N -0.65 0.03 2.70
C -1.90 0.49 2.75
H -0.68 0.31 6.05
H 0.94 -0.40 4.09
H -2.52 0.70 1.88

## Properties
Net charge   +2
Highest occupied orbital energy (spin up / spin down)   -0.42343 / -0.42343 Ha
Relative energy (zero: lowest compared OMol25 entry of this formula, charge and spin)   1.886 eV
LUMO energy (spin up / spin down)   -8.76 / -8.75 eV